# 1
{"formula": "C2H2ClF3", "method": "ωB97M-V/def2-TZVPD", "spin_multiplicity": 3, "orbital_gap_ev": [8.60, 11.43], "e_homo_ha": [-0.2873, -0.4654], "elements": ["C", "C", "F", "F", "F", "Cl", "H", "H"], "xyz": [[0.381, -1.259, 0.042], [2.567, 0.210, 0.160], [-0.599, -0.772, 0.832], [2.219, 0.930, -0.932], [2.755, 1.058, 1.136], [3.771, -0.910, -0.042], [0.852, -2.069, 0.475], [0.051, -1.194, -1.035]], "mulliken_charge": [-0.3956, 0.4796, -0.2306, -0.1909, -0.1920, -0.0987, 0.3603, 0.2678]}

=====

# 2
{"formula": "C2H15NO4", "method": "ωB97M-V/def2-TZVPD", "spin_multiplicity": 1, "orbital_gap_ev": 10.70, "e_homo_ha": -0.3650, "elements": ["H", "O", "N", "H", "H", "C", "H", "H", "H", "C", "H", "H", "H", "O", "H", "H", "O", "H", "H", "O", "H", "H"], "xyz": [[-0.811, -0.225, -0.280], [-1.751, 0.205, 0.302], [0.274, -0.696, -0.840], [-2.065, 1.068, 0.010], [-0.154, -1.410, -1.425], [1.172, -1.296, 0.155], [0.633, -2.033, 0.744], [2.046, -1.759, -0.308], [1.504, -0.497, 0.815], [0.907, 0.372, -1.635], [1.309, -0.036, -2.556], [0.158, 1.122, -1.882], [1.702, 0.829, -1.057], [-0.272, 0.867, 2.383], [-0.848, 0.653, 1.586], [-0.855, 1.218, 3.062], [-2.421, -1.833, -1.459], [-3.055, -2.485, -1.148], [-2.435, -1.102, -0.801], [1.855, 2.145, 1.217], [1.973, 3.086, 1.340], [1.134, 1.807, 1.779]], "mulliken_charge": [0.4230, -1.0885, -0.2262, 0.2635, 0.3647, -0.9803, 0.3190, 0.3755, 0.3247, -0.9001, 0.3465, 0.2900, 0.3149, -0.7183, 0.5248, 0.2817, -0.6728, 0.3089, 0.4194, -0.6265, 0.2721, 0.3839]}

=====

# 3
{"formula": "C7H12N3OS", "method": "ωB97M-V/def2-TZVPD", "spin_multiplicity": 1, "orbital_gap_ev": [6.80, 6.80], "e_homo_ha": [-0.4058, -0.4059], "charge": 1, "elements": ["C", "C", "C", "C", "C", "C", "C", "N", "N", "N", "O", "S", "H", "H", "H", "H", "H", "H", "H", "H", "H", "H", "H", "H"], "xyz": [[-0.662, -1.248, -0.652], [-1.991, 0.286, 0.383], [1.169, -1.242, 1.307], [2.335, -1.386, 0.331], [1.505, 0.586, -1.017], [-0.021, -0.814, 0.541], [0.819, 1.888, -1.298], [-1.952, -0.521, -0.726], [-0.912, 0.100, 1.165], [-3.017, 1.078, 0.707], [-0.300, -2.011, -1.511], [2.675, 0.516, 0.174], [0.859, -2.218, 1.865], [1.270, -0.501, 2.107], [3.288, -1.736, 0.811], [2.225, -1.610, -0.735], [1.249, -0.070, -1.820], [1.054, 2.747, -0.532], [-0.235, 1.802, -1.266], [0.896, 2.171, -2.248], [-2.717, -0.971, -1.204], [-0.727, 0.349, 2.095], [-3.676, 1.207, 0.000], [-3.137, 1.600, 1.519]], "mulliken_charge": [0.5504, 0.2919, -0.9280, -0.7001, 0.0219, 0.1391, -1.2036, -0.1341, -0.0123, -0.3880, -0.6395, -0.0004, 0.3404, 0.5267, 0.3856, 0.3821, 0.4931, 0.3255, 0.2269, 0.4369, 0.2979, 0.1867, 0.2140, 0.1868]}

=====

# 4
{"formula": "C5H10MgO4Tl", "method": "ωB97M-V/def2-TZVPD", "spin_multiplicity": 1, "orbital_gap_ev": [6.26, 5.14], "e_homo_ha": [-0.3801, -0.3594], "charge": 1, "elements": ["O", "C", "C", "O", "C", "C", "O", "Tl", "H", "H", "H", "H", "H", "H", "H", "H", "C", "O", "Mg", "H", "H"], "xyz": [[-1.875, 1.061, -0.069], [-2.564, 0.311, -0.954], [-1.883, -0.936, -1.349], [-0.842, -1.176, -0.686], [0.145, -2.243, -0.788], [1.471, -1.488, -0.883], [1.483, -0.443, 0.023], [-0.059, 0.684, 0.502], [-2.765, 0.803, -1.940], [-3.585, -0.007, -0.628], [-2.305, -1.707, -2.006], [1.932, 3.571, 1.885], [-0.087, -2.871, -1.655], [0.060, -2.805, 0.148], [1.577, -1.128, -1.923], [2.283, -2.214, -0.693], [1.240, 2.817, 2.299], [1.208, 1.596, 1.641], [2.750, 0.146, 1.543], [1.582, 2.682, 3.342], [0.236, 3.349, 2.189]], "mulliken_charge": [-0.4881, -0.1346, -0.4073, -0.4251, -0.4911, -0.2436, -0.5507, 1.1940, 0.2501, 0.2513, 0.4455, 0.2871, 0.3984, 0.2306, 0.2324, 0.3499, -0.5052, -0.4356, 0.6149, 0.2414, 0.1858]}

=====

# 5
{"formula": "C3H9NO2S", "method": "ωB97M-V/def2-TZVPD", "spin_multiplicity": 1, "orbital_gap_ev": 10.16, "e_homo_ha": -0.3434, "elements": ["C", "C", "C", "N", "O", "O", "S", "H", "H", "H", "H", "H", "H", "H", "H", "H"], "xyz": [[2.535, -0.622, 0.498], [-2.952, -0.020, -0.317], [2.395, -0.177, -0.933], [-1.074, 0.881, 1.062], [-0.464, -0.871, -0.883], [1.842, 0.813, -1.272], [-1.127, 0.436, -0.695], [1.562, -1.129, 0.847], [3.391, -1.242, 0.639], [2.635, 0.285, 1.053], [-3.038, -0.718, -1.020], [-2.936, -0.408, 0.710], [-3.606, 0.875, -0.415], [3.068, -0.793, -1.772], [-1.976, 1.228, 1.379], [-0.254, 1.464, 1.118]], "mulliken_charge": [-0.8248, -1.0294, 0.2152, -0.5610, -0.5513, -0.4634, 0.5728, 0.2363, 0.3358, 0.2567, 0.4001, 0.3038, 0.3346, 0.2482, 0.2636, 0.2629]}

=====

# 6
{"formula": "C4H13N2", "method": "ωB97M-V/def2-TZVPD", "spin_multiplicity": 1, "orbital_gap_ev": 10.70, "e_homo_ha": -0.5060, "charge": 1, "smiles": "CNCC[NH2+]C", "elements": ["C", "N", "C", "C", "N", "C", "H", "H", "H", "H", "H", "H", "H", "H", "H", "H", "H", "H", "H"], "xyz": [[-1.693, -1.503, 0.733], [-0.239, -1.326, 0.816], [0.452, -1.203, -0.457], [0.170, 0.169, -1.065], [0.208, 1.158, 0.052], [1.211, 2.272, 0.006], [-2.032, -1.723, -0.281], [-1.995, -2.346, 1.358], [-2.237, -0.639, 1.128], [0.199, -2.093, 1.320], [1.510, -1.238, -0.231], [0.255, -1.970, -1.210], [0.932, 0.433, -1.803], [-0.783, 0.257, -1.577], [0.309, 0.554, 0.901], [-0.703, 1.598, 0.160], [1.744, 2.322, -0.935], [0.724, 3.192, 0.313], [1.965, 2.087, 0.771]], "mulliken_charge": [-0.9345, -0.3556, -0.7108, -0.5569, -0.1015, -0.8298, 0.2965, 0.3663, 0.2652, 0.2634, 0.4330, 0.3993, 0.3616, 0.3302, 0.4020, 0.3750, 0.3154, 0.3371, 0.3440]}

=====

# 7
{"formula": "C10H5Cl2IrLaNO3", "method": "ωB97M-V/def2-TZVPD", "spin_multiplicity": 5, "orbital_gap_ev": [6.27, 6.26], "e_homo_ha": [-0.7425, -0.8040], "charge": 4, "elements": ["La", "Ir", "Cl", "Cl", "C", "C", "C", "O", "O", "O", "N", "C", "C", "C", "C", "C", "C", "C", "H", "H", "H", "H", "H"], "xyz": [[0.360, 0.425, -6.220], [0.199, 0.068, -0.128], [-0.702, 2.692, -5.966], [0.324, -0.170, -2.488], [-0.481, -1.603, -0.032], [-0.135, 1.197, -8.415], [0.628, -1.224, -8.115], [-0.933, -2.657, 0.207], [-0.437, 1.552, -9.483], [0.562, -1.600, -9.219], [0.354, 1.008, 1.474], [0.494, 1.596, 2.487], [0.613, 2.348, 3.730], [-0.559, 2.906, 4.331], [-0.565, 3.256, 5.678], [0.642, 3.229, 6.378], [1.858, 3.054, 5.714], [1.846, 2.742, 4.351], [-1.486, 3.048, 3.777], [-1.496, 3.539, 6.192], [0.626, 3.337, 7.452], [2.802, 3.121, 6.276], [2.790, 2.810, 3.811]], "mulliken_charge": [1.7753, 0.7968, -0.2563, -0.2979, 0.5097, 0.1710, 0.1702, -0.2215, 0.0735, 0.0258, -0.6089, 0.4145, 0.4169, -0.1709, -0.2709, -0.3627, -0.2392, -0.1845, 0.4559, 0.4419, 0.4556, 0.4400, 0.4656]}

=====

# 8
{"formula": "C4H8BiO", "method": "ωB97M-V/def2-TZVPD", "spin_multiplicity": 1, "orbital_gap_ev": 6.15, "e_homo_ha": -0.8766, "charge": 3, "elements": ["H", "C", "C", "C", "C", "O", "Bi", "H", "H", "H", "H", "H", "H", "H"], "xyz": [[0.914, 1.426, 0.644], [-0.123, 0.985, 1.120], [-0.701, -0.479, 1.354], [0.206, -0.563, 0.261], [-0.008, -0.662, -1.215], [0.773, 0.283, -1.860], [1.517, 0.553, -3.579], [-0.313, 1.594, 2.005], [-0.556, 1.192, 0.137], [-1.762, -0.542, 1.108], [-0.392, -0.892, 2.313], [1.259, -0.648, 0.550], [-1.086, -0.530, -1.418], [0.271, -1.716, -1.421]], "mulliken_charge": [0.3768, -0.8155, -0.3381, -0.1942, -0.3317, -0.3256, 1.8876, 0.4603, 0.2988, 0.2716, 0.3289, 0.5170, 0.3954, 0.4687]}

=====

# 9
{"formula": "C40H47HgN4O19S", "method": "ωB97M-V/def2-TZVPD", "spin_multiplicity": 1, "orbital_gap_ev": 1.43, "e_homo_ha": -0.4203, "charge": 1, "elements": ["Hg", "C", "C", "O", "H", "H", "H", "H", "H", "C", "C", "O", "S", "O", "O", "O", "H", "H", "H", "H", "C", "C", "C", "C", "C", "C", "N", "O", "O", "H", "H", "H", "H", "H", "C", "C", "C", "C", "C", "C", "N", "O", "O", "H", "H", "H", "H", "H", "C", "C", "C", "C", "C", "C", "N", "O", "O", "H", "H", "H", "H", "H", "C", "C", "C", "C", "C", "C", "N", "O", "O", "H", "H", "H", "H", "H", "O", "C", "O", "C", "C", "C", "H", "H", "H", "H", "H", "H", "O", "C", "O", "C", "C", "C", "H", "H", "H", "H", "H", "H", "O", "C", "O", "C", "C", "C", "H", "H", "H", "H", "H", "H"], "xyz": [[0.024, -4.662, 3.925], [-2.001, -0.693, 0.059], [-0.526, -0.461, 0.181], [0.171, -1.426, 0.952], [-2.167, -1.697, -0.330], [-2.573, -0.161, -0.701], [-2.517, -0.669, 1.019], [-0.492, 0.554, 0.579], [-0.056, -0.567, -0.797], [4.106, -5.065, -2.733], [4.571, -5.828, -1.422], [5.204, -7.024, -1.838], [5.589, -7.016, -3.457], [5.317, -8.352, -4.130], [6.815, -6.324, -3.663], [4.328, -5.977, -3.785], [4.561, -4.108, -2.987], [3.069, -4.799, -2.526], [3.697, -6.053, -0.812], [5.196, -5.086, -0.925], [-7.354, -4.682, -4.428], [-7.930, -3.452, -4.467], [-8.774, -3.078, -5.517], [-8.833, -3.896, -6.695], [-8.167, -5.175, -6.656], [-7.315, -5.509, -5.570], [-9.732, -3.515, -7.754], [-9.722, -2.341, -8.149], [-10.545, -4.284, -8.232], [-6.758, -4.941, -3.565], [-7.871, -2.924, -3.527], [-9.221, -2.095, -5.528], [-8.215, -5.808, -7.530], [-6.721, -6.411, -5.578], [-2.026, 6.920, 3.704], [-2.936, 5.884, 3.525], [-4.186, 5.921, 4.094], [-4.629, 7.062, 4.812], [-3.732, 8.116, 4.993], [-2.430, 7.989, 4.480], [-6.038, 7.119, 5.280], [-6.496, 8.245, 5.498], [-6.748, 6.111, 5.292], [-0.997, 6.790, 3.404], [-2.723, 4.978, 2.976], [-4.852, 5.120, 3.809], [-4.014, 9.029, 5.495], [-1.688, 8.763, 4.604], [8.737, -0.777, 0.257], [9.870, -1.141, 0.995], [9.684, -1.477, 2.359], [8.464, -1.218, 3.031], [7.366, -0.857, 2.309], [7.508, -0.604, 0.893], [8.464, -1.292, 4.512], [9.464, -1.716, 5.092], [7.427, -0.912, 5.113], [8.837, -0.536, -0.791], [10.815, -1.327, 0.507], [10.485, -1.933, 2.923], [6.446, -0.662, 2.840], [6.645, -0.236, 0.359], [4.803, 3.979, -5.272], [5.131, 2.703, -5.573], [6.331, 2.416, -6.229], [7.308, 3.403, -6.486], [6.922, 4.749, -6.153], [5.652, 5.078, -5.573], [8.535, 3.095, -7.255], [8.622, 2.049, -7.995], [9.457, 3.816, -7.158], [3.778, 4.103, -4.955], [4.410, 1.930, -5.354], [6.507, 1.394, -6.532], [7.621, 5.556, -6.310], [5.277, 6.062, -5.331], [1.306, -0.415, 6.806], [1.546, 0.668, 7.345], [2.243, 0.768, 8.513], [2.575, 2.063, 8.771], [2.158, 2.959, 7.578], [1.324, 2.077, 6.817], [3.632, 2.153, 9.018], [2.045, 2.385, 9.667], [3.082, 3.140, 7.030], [1.794, 3.892, 8.008], [1.700, 2.081, 5.794], [0.264, 2.306, 6.702], [-4.490, -2.623, 6.011], [-5.468, -2.222, 6.606], [-6.325, -3.148, 7.132], [-7.518, -2.546, 7.680], [-7.114, -1.037, 7.905], [-5.957, -0.877, 6.963], [-7.830, -2.902, 8.662], [-8.383, -2.717, 7.039], [-6.915, -0.981, 8.975], [-7.929, -0.354, 7.665], [-5.256, -0.201, 7.453], [-6.384, -0.341, 6.115], [-0.248, -2.127, -6.814], [-1.162, -1.341, -6.904], [-0.947, -0.126, -7.538], [-2.068, 0.755, -7.352], [-2.763, 0.135, -6.182], [-2.528, -1.425, -6.215], [-2.670, 0.682, -8.257], [-1.862, 1.803, -7.134], [-3.804, 0.422, -6.033], [-2.352, 0.597, -5.284], [-3.270, -1.804, -6.918], [-2.658, -1.871, -5.229]], "mulliken_charge": [0.5129, -1.0317, 0.0670, -0.1467, 0.3305, 0.3571, 0.3278, 0.2487, 0.2773, -0.3140, -0.2319, -0.3321, 1.0686, -0.5013, -0.4846, -0.3252, 0.2875, 0.2705, 0.2993, 0.2624, -0.3921, -0.4332, -0.3234, 0.4113, -0.4099, -0.4671, 0.8178, -0.5270, -0.5115, 0.3345, 0.3709, 0.3604, 0.3857, 0.3850, -0.5900, -0.2914, -0.3273, 0.2529, -0.4209, -0.2685, 0.8711, -0.5197, -0.5610, 0.3671, 0.3367, 0.3645, 0.4331, 0.3538, -0.3621, -0.5259, -0.2481, 0.0648, -0.2364, -0.4282, 0.9259, -0.5450, -0.5641, 0.3828, 0.3701, 0.4136, 0.4432, 0.3645, -0.1774, -0.5548, -0.1780, 0.0095, -0.1105, -0.6325, 0.8429, -0.5481, -0.5112, 0.3179, 0.3684, 0.3974, 0.3942, 0.3823, -0.6281, 0.5439, -0.3234, -0.4181, -0.4486, -0.3136, 0.3058, 0.2672, 0.2163, 0.3023, 0.2001, 0.2974, -0.6167, 0.5429, -0.3463, -0.3706, -0.5217, -0.3174, 0.2982, 0.2438, 0.2693, 0.3036, 0.2711, 0.2446, -0.5542, 0.5249, -0.3391, -0.3574, -0.6726, -0.3686, 0.2630, 0.3054, 0.4081, 0.2612, 0.2416, 0.2862]}

=====

# 10
{"formula": "C11H27AuCl2N2OP2", "method": "ωB97M-V/def2-TZVPD", "spin_multiplicity": 3, "orbital_gap_ev": [9.09, 4.36], "e_homo_ha": [-0.5554, -0.5543], "charge": 2, "elements": ["C", "C", "H", "H", "H", "O", "Cl", "Au", "P", "C", "C", "H", "H", "H", "H", "H", "H", "C", "H", "H", "H", "P", "C", "C", "H", "H", "H", "C", "H", "H", "H", "H", "H", "H", "Cl", "C", "N", "C", "C", "N", "H", "H", "H", "H", "H", "H"], "xyz": [[1.130, -0.038, -6.256], [0.973, 0.241, -4.794], [2.202, -0.056, -6.423], [0.644, 0.722, -6.872], [0.696, -1.004, -6.500], [1.866, 0.539, -4.031], [-0.763, 0.144, -4.385], [-0.186, -0.026, -0.935], [-0.228, 2.267, -0.578], [0.934, 3.104, 0.507], [0.004, 2.905, -2.240], [-0.129, 3.993, -2.298], [-1.965, 3.914, -0.195], [-0.721, 2.392, -2.882], [-2.645, 2.281, -0.552], [1.958, 2.854, 0.209], [1.004, 2.610, -2.578], [-1.859, 2.832, -0.019], [0.803, 4.197, 0.453], [-1.956, 2.634, 1.058], [0.778, 2.774, 1.541], [-0.021, -2.258, -0.287], [1.222, -2.884, 0.864], [-1.580, -2.913, 0.376], [-0.440, -2.654, -2.582], [0.168, -4.156, -1.756], [1.303, -2.808, -2.178], [0.282, -3.068, -1.867], [-2.418, -2.519, -0.223], [-1.531, -4.013, 0.330], [1.151, -3.984, 0.888], [1.037, -2.485, 1.871], [-1.685, -2.584, 1.423], [2.223, -2.583, 0.529], [-2.483, -0.482, -1.647], [-1.023, 0.677, 5.131], [0.072, 0.036, 4.404], [1.086, -0.669, 5.198], [0.039, 0.020, 3.081], [-0.053, 0.054, 1.901], [-0.854, 0.556, 6.211], [-1.999, 0.219, 4.884], [-1.070, 1.761, 4.915], [1.090, -1.755, 5.013], [2.100, -0.268, 5.030], [0.846, -0.518, 6.260]], "mulliken_charge": [-1.0991, 0.8012, 0.3316, 0.3291, 0.3505, -0.4814, -0.1471, 0.4246, 0.6877, -1.0067, -1.0787, 0.4513, 0.4424, 0.3122, 0.3526, 0.3813, 0.3428, -1.0568, 0.4267, 0.3288, 0.2714, 0.5977, -0.8737, -0.9658, 0.3630, 0.4258, 0.3886, -1.1256, 0.3428, 0.4452, 0.4238, 0.1668, 0.2959, 0.3806, -0.3093, -0.8487, 0.0458, -0.7951, 0.1829, -0.4020, 0.3152, 0.3251, 0.3081, 0.3283, 0.3119, 0.3083]}

=====

# 11
{"formula": "C4H8O2", "method": "ωB97M-V/def2-TZVPD", "spin_multiplicity": 1, "orbital_gap_ev": 9.37, "e_homo_ha": -0.3136, "elements": ["C", "C", "O", "C", "C", "O", "H", "H", "H", "H", "H", "H", "H", "H"], "xyz": [[2.279, 0.680, -0.255], [0.666, -0.957, 0.068], [0.910, 0.336, 0.009], [-0.825, -1.156, 0.028], [-1.808, -0.048, 0.420], [-1.673, 1.137, -0.332], [2.942, 0.012, 0.294], [2.445, 0.574, -1.329], [2.415, 1.722, 0.044], [-0.956, -1.398, -1.042], [-1.067, -2.090, 0.550], [-1.731, 0.148, 1.501], [-2.828, -0.401, 0.234], [-0.768, 1.441, -0.190]], "mulliken_charge": [-0.5816, -0.6005, -0.1182, -0.1355, -0.4398, -0.5284, 0.2913, 0.3057, 0.2361, 0.2730, 0.3292, 0.2664, 0.3312, 0.3712]}

=====

# 12
{"formula": "C3H5N3", "method": "ωB97M-V/def2-TZVPD", "spin_multiplicity": 1, "orbital_gap_ev": [6.96, 6.97], "e_homo_ha": [-0.2895, -0.2896], "elements": ["C", "N", "C", "N", "N", "C", "H", "H", "H", "H", "H"], "xyz": [[0.304, -0.033, 1.433], [-0.479, -0.091, 0.160], [-0.468, -1.101, -0.632], [-0.063, -0.747, -1.903], [0.163, 0.563, -1.869], [0.038, 0.992, -0.598], [0.114, 0.894, 1.934], [1.087, 0.604, 0.159], [0.166, -0.949, 1.997], [-0.550, -2.148, -0.329], [-0.311, 2.017, -0.353]], "mulliken_charge": [-0.9291, 0.0990, 0.0388, -0.3912, -0.2338, -0.1462, 0.2423, 0.3784, 0.2359, 0.3474, 0.3584]}

=====

| no. | strongest force on any atom (Eh/bohr) |
| --- | --- |
| 1 | 0.07704 |
| 2 | 0.01669 |
| 3 | 0.10854 |
| 4 | 0.12593 |
| 5 | 0.08524 |
| 6 | 0.02304 |
| 7 | 0.20973 |
| 8 | 0.10582 |
| 9 | 0.11323 |
| 10 | 0.05188 |
| 11 | 0.01041 |
| 12 | 0.05138 |